ORCA calculation (the ωB97M-V functional and the def2-TZVPD basis) on an isolated molecule of C22H30ClN5O.

Each line ends with the Mulliken charge.
Element x y z (Å)
1 C 2.86019 -1.41241 -3.83034  -0.745
2 H 3.59788 -0.71222 -4.21205  0.404
3 H 2.36418 -1.89350 -4.67062  0.309
4 H 2.12153 -0.85709 -3.25581  -0.017
5 C 3.54093 -2.45457 -2.94669  -0.578
6 N 2.60320 -3.44553 -2.49156  1.043
7 C 1.63407 -3.29147 -1.55829  0.032
8 C 0.96041 -4.50197 -1.49915  -0.409
9 C 1.58895 -5.31633 -2.45356  0.446
10 N 2.56619 -4.64740 -3.04720  -1.234
11 C 1.27014 -6.72400 -2.81102  -1.112
12 H 1.93221 -7.05286 -3.60648  0.332
13 H 1.40106 -7.37281 -1.94610  0.285
14 H 0.23687 -6.80856 -3.14530  0.269
15 H 0.15603 -4.76915 -0.84369  0.522
16 C 1.53503 -2.07599 -0.72379  0.606
17 O 2.53129 -1.57218 -0.22398  -0.692
18 N 0.29158 -1.58819 -0.49666  0.280
19 C -0.88991 -1.89303 -1.26642  -0.780
20 H -0.70286 -2.75161 -1.91026  0.595
21 C -1.27986 -0.67808 -2.11086  -0.773
22 C -1.45467 0.56281 -1.23765  -0.912
23 H -1.70368 1.41103 -1.87610  0.478
24 C -0.17019 0.83358 -0.44943  0.231
25 N -0.28451 1.94862 0.47979  0.608
26 C -1.09491 3.07355 0.04482  -0.597
27 H -2.13787 2.75381 0.01640  0.439
28 C -0.92089 4.22151 1.06007  -1.426
29 N -0.54960 3.72628 2.36107  0.158
30 C -1.49512 3.32690 3.27843  1.105
31 C -2.86151 3.28910 2.97846  -0.435
32 C -3.77815 2.94450 3.95250  -0.064
33 C -3.39544 2.61964 5.24093  -0.597
34 C -2.04349 2.66037 5.54200  -0.606
35 C -1.11020 3.01263 4.59044  -0.536
36 H -0.07084 3.06957 4.87273  0.465
37 H -1.71710 2.42387 6.54378  0.369
38 H -4.12809 2.34933 5.98330  0.427
39 Cl -5.45948 2.90527 3.52931  -0.241
40 H -3.22392 3.51078 1.98922  0.290
41 C 0.75820 3.09871 2.33321  -1.202
42 C 0.99450 2.44021 0.96162  -0.746
43 H 1.69836 1.61787 1.07517  0.467
44 H 1.43934 3.15847 0.25134  0.321
45 H 1.53937 3.84412 2.53088  0.200
46 H 0.80145 2.33005 3.10373  0.576
47 H -0.11366 4.88604 0.73401  0.426
48 H -1.82723 4.82169 1.13095  0.482
49 H -0.80993 3.43622 -0.95953  0.378
50 C 0.14294 -0.43666 0.36292  -1.585
51 H 1.07233 -0.33222 0.92208  0.577
52 H -0.67801 -0.61163 1.06493  0.160
53 H 0.65123 1.00438 -1.17243  0.080
54 H -2.27561 0.40488 -0.53548  0.350
55 H -2.20694 -0.89134 -2.64459  0.397
56 H -0.49806 -0.49425 -2.85206  0.259
57 H -1.70394 -2.13870 -0.57477  0.243
58 H 4.30838 -2.98911 -3.50900  0.371
59 H 3.98785 -1.97291 -2.07326  0.307

## Properties
Energy above the lowest of the compared OMol25 structures with the same formula, charge and spin: 6.3 kJ/mol
Total energy: -1665.54424 Eh
HOMO: -7.808 eV
SMILES string: CCn1nc(C)cc1C(=O)N1CCC[C@@H](N2CCN(c3cccc(Cl)c3)CC2)C1
Gap between HOMO and LUMO: 8.464 eV
Spin multiplicity: 1